Entry 1:
Here is C2H9N4P in the gas phase at a distorted geometry from OMol25. Energies are from ωB97M-V with the def2-TZVPD basis set.

Geometry as XYZ:
```
16
Properties=species:S:1:pos:R:3:lowdin_charge:R:1
N 1.478 -1.812 -1.000 -0.209
P 0.705 -0.524 -0.722 0.515
N 0.496 0.298 -2.125 -0.085
N 0.954 0.802 0.415 -0.153
C -0.130 0.791 1.299 -0.393
C -1.403 0.360 0.681 -0.335
N -0.994 -0.769 -0.068 -0.149
H 1.764 -2.189 -0.043 0.010
H -0.460 0.645 -2.319 0.073
H 0.720 -0.353 -2.821 0.013
H 1.920 0.980 0.830 0.129
H -0.239 1.888 1.690 0.139
H 0.084 0.136 2.168 0.110
H -2.215 0.185 1.518 0.147
H -1.910 1.113 -0.047 0.129
H -0.770 -1.551 0.545 0.060
```

Summary:
ΔE to the lowest compared entry with this formula, charge and spin = 2.8 kcal per mole
E_LUMO = 0.8 eV
HOMO-LUMO gap = 9.885 eV
Calculated total energy = -641.9762 Eh
SMILES string = N=P1(N)NCCN1
Total charge = 0

Entry 2:
Here is C2H4O2S2 in the gas phase at a distorted geometry from OMol25. Energies are from ωB97M-V with the def2-TZVPD basis set.

Geometry as XYZ:
```
10
Properties=species:S:1:pos:R:3:lowdin_charge:R:1
C -0.136 -0.771 0.001 -0.524
C 0.660 0.294 -0.715 -0.442
O -1.348 -0.632 0.313 -0.537
O 0.543 -1.826 0.501 0.112
S -2.346 0.523 -0.265 0.512
S 0.892 1.775 0.405 0.670
H 0.211 0.681 -1.622 0.054
H 1.754 -0.070 -0.788 0.115
H 0.060 -2.284 1.251 0.172
H -0.289 2.311 0.918 -0.131
```

Summary:
ΔE to the lowest compared entry with this formula, charge and spin = 62.1 kcal per mole
E_LUMO (alpha / beta) = -0.4 / -0.4 eV
HOMO-LUMO gap (alpha / beta) = 7.569 / 7.570 eV
Calculated total energy = -1025.3665 Eh
Total charge = 0

Entry 3:
Here is 2 unconnected molecules or ions with the total composition C4H8O at a distorted geometry from OMol25. Energies are from ωB97M-V with the def2-TZVPD basis set.

Geometry as XYZ:
```
13
Properties=species:S:1:pos:R:3:lowdin_charge:R:1
C 0.716 -1.499 -1.609 0.004
C 0.618 -0.248 -1.143 -0.193
C -0.461 0.141 -0.222 -0.221
C -1.407 1.043 -0.454 -0.010
H -0.021 -2.286 -1.537 0.065
H 1.499 -1.640 -2.352 0.050
H 0.849 0.522 -1.876 0.102
H -0.634 -0.503 0.640 0.090
H -2.077 1.469 0.281 0.049
H -1.403 1.585 -1.401 0.054
O 0.492 0.236 3.080 -0.060
H 1.322 -0.019 3.492 0.033
H 0.507 1.200 3.101 0.037
```

Summary:
ΔE to the lowest compared entry with this formula, charge and spin = 54.0 kcal per mole
E_LUMO = 0.9 eV
HOMO-LUMO gap = 9.647 eV
Calculated total energy = -232.3597 Eh
SMILES string = C=CC=C.O
Total charge = 0

Entry 4:
Here is a molecular structure, C5H8O2 from OMol25. Energies are from ωB97M-V with the def2-TZVPD basis set.

Geometry as XYZ:
```
15
Properties=species:S:1:pos:R:3:lowdin_charge:R:1
C -0.297 -0.487 -1.767 -0.021
C -0.086 -0.048 -0.335 -0.304
C 0.637 -0.994 0.624 -0.122
O 0.009 -0.464 1.803 -0.082
C -0.890 0.254 0.918 -0.143
C -0.058 1.332 0.301 -0.239
O 1.053 1.786 0.999 0.002
H -0.854 -1.430 -1.805 0.079
H -0.808 0.234 -2.414 0.078
H 0.687 -0.677 -2.221 0.086
H 1.725 -0.940 0.626 0.128
H 0.265 -2.015 0.488 0.133
H -1.936 0.158 1.172 0.149
H -0.587 2.148 -0.192 0.159
H 1.109 1.179 1.760 0.094
```

Summary:
ΔE to the lowest compared entry with this formula, charge and spin = 63.9 kcal per mole
E_LUMO = 0.9 eV
HOMO-LUMO gap = 10.267 eV
Calculated total energy = -345.7032 Eh
Total charge = 0

What did the fourth record say?
Here is a molecular structure, C5H8O2 from OMol25. Energies are from ωB97M-V with the def2-TZVPD basis set.

Geometry as XYZ:
```
15
Properties=species:S:1:pos:R:3:lowdin_charge:R:1
C -0.297 -0.487 -1.767 -0.021
C -0.086 -0.048 -0.335 -0.304
C 0.637 -0.994 0.624 -0.122
O 0.009 -0.464 1.803 -0.082
C -0.890 0.254 0.918 -0.143
C -0.058 1.332 0.301 -0.239
O 1.053 1.786 0.999 0.002
H -0.854 -1.430 -1.805 0.079
H -0.808 0.234 -2.414 0.078
H 0.687 -0.677 -2.221 0.086
H 1.725 -0.940 0.626 0.128
H 0.265 -2.015 0.488 0.133
H -1.936 0.158 1.172 0.149
H -0.587 2.148 -0.192 0.159
H 1.109 1.179 1.760 0.094
```

Summary:
ΔE to the lowest compared entry with this formula, charge and spin = 63.9 kcal per mole
E_LUMO = 0.9 eV
HOMO-LUMO gap = 10.267 eV
Calculated total energy = -345.7032 Eh
Total charge = 0

Question: Which formula does entry 3 have?
Answer: C4H8O

Question: Number 3 is which compound?
Answer: C4H8O